1.
Below is a molecular structure, C38H37ClNOP2Pb, with properties calculated with ωB97M-V with the def2-TZVPD basis set.

The value obtained for the max |F| is 0.056 Eh/bohr. As for the calculated total energy: -2935.01877 hartree. The calculation puts the gap between HOMO and LUMO (spin up / spin down) at 4.51 / 4.52 eV. The value obtained for the LUMO energy (spin up / spin down) is -12.04 / -12.03 eV. The net charge is +3.

Each line ends with the Löwdin charge.
Cartesian coordinates (Å):
Pb (-0.70767, -0.01061, -0.26512)  1.03
Cl (0.22872, -0.06732, -2.64095)  0.02
P (-0.16799, 2.62568, -0.27969)  1.01
P (-0.18224, -2.65437, -0.15880)  1.03
C (-0.05756, 3.42537, 1.33924)  -0.36
C (-1.70770, 3.18844, -1.06859)  -0.39
C (1.25947, 3.10201, -1.27455)  -0.37
C (1.42412, -3.37113, -0.51810)  -0.35
C (-0.74337, -3.37886, 1.40822)  -0.36
C (-1.42432, -3.08419, -1.43175)  -0.39
C (1.06339, 4.19052, 1.69632)  -0.04
C (1.09981, 4.83562, 2.93444)  -0.03
C (0.04930, 4.68991, 3.84379)  -0.01
C (-1.03253, 3.86172, 3.52133)  -0.04
C (-1.08737, 3.22261, 2.28121)  -0.11
H (1.89910, 4.27919, 1.00250)  0.11
H (1.95414, 5.46313, 3.18450)  0.13
H (0.06696, 5.22505, 4.79902)  0.13
H (-1.84178, 3.72317, 4.23863)  0.12
H (-1.93351, 2.57271, 2.03939)  0.11
C (2.52400, 2.53327, -1.01708)  -0.09
C (3.64029, 2.98482, -1.72269)  -0.04
C (3.50437, 3.95989, -2.71761)  -0.01
C (2.23747, 4.45758, -3.02358)  -0.02
C (1.11075, 4.01547, -2.33013)  -0.04
H (2.61406, 1.73600, -0.27279)  0.11
H (4.62598, 2.57895, -1.49849)  0.12
H (4.38348, 4.32972, -3.25088)  0.13
H (2.11646, 5.20424, -3.80603)  0.13
H (0.11312, 4.36802, -2.59004)  0.12
C (-2.22113, 4.45716, -0.74653)  -0.06
C (-3.39319, 4.90946, -1.35689)  -0.03
C (-4.09307, 4.09886, -2.25519)  -0.02
C (-3.61483, 2.81132, -2.53157)  -0.04
C (-2.43019, 2.36204, -1.95192)  -0.13
H (-1.70172, 5.07589, -0.01601)  0.12
H (-3.75677, 5.91238, -1.12815)  0.13
H (-4.99972, 4.46699, -2.74744)  0.13
H (-4.16751, 2.16372, -3.21418)  0.13
H (-2.07701, 1.35697, -2.21542)  0.02
C (-1.99119, -4.00988, 1.53078)  -0.05
C (-2.36369, -4.58451, 2.74769)  -0.03
C (-1.53948, -4.46609, 3.87345)  -0.01
C (-0.33778, -3.75386, 3.77432)  -0.04
C (0.06487, -3.21771, 2.55306)  -0.10
H (-2.66041, -4.05552, 0.67004)  0.11
H (-3.30212, -5.13236, 2.81739)  0.13
H (-1.82882, -4.93506, 4.81823)  0.13
H (0.29083, -3.62888, 4.65874)  0.12
H (1.00751, -2.66795, 2.47670)  0.11
C (2.40153, -2.63913, -1.21896)  -0.08
C (3.62868, -3.22700, -1.52975)  -0.03
C (3.90797, -4.54191, -1.13014)  -0.01
C (2.95258, -5.25306, -0.39892)  -0.03
C (1.72440, -4.67248, -0.07880)  -0.06
H (2.17901, -1.61630, -1.53062)  0.05
H (4.38072, -2.67274, -2.09415)  0.12
H (4.86226, -5.01136, -1.39421)  0.13
H (3.15643, -6.27529, -0.07661)  0.13
H (0.99566, -5.22106, 0.51518)  0.12
C (-1.18723, -4.17635, -2.28277)  -0.04
C (-2.15641, -4.54268, -3.22218)  -0.02
C (-3.32610, -3.79866, -3.37452)  -0.01
C (-3.52665, -2.66311, -2.58290)  -0.04
C (-2.59027, -2.30855, -1.61290)  -0.15
H (-0.24961, -4.72455, -2.19570)  0.12
H (-1.98611, -5.42440, -3.83936)  0.13
H (-4.08671, -4.09522, -4.10195)  0.13
H (-4.42076, -2.05468, -2.70971)  0.12
H (-2.80219, -1.40788, -1.01604)  0.05
H (3.13348, -0.06634, -3.90733)  0.03
H (2.45311, -0.08066, -4.23488)  -0.01
C (2.21235, 0.10598, 3.71852)  0.03
C (1.10415, 0.12072, 2.71190)  -0.55
N (-0.14529, 0.18827, 3.20727)  0.20
O (1.28143, 0.05214, 1.45599)  -0.17
H (1.77264, 0.21528, 4.72636)  0.10
H (2.90789, 0.95141, 3.54502)  0.11
H (2.76653, -0.85622, 3.68953)  0.11
H (-0.94588, 0.18031, 2.58975)  0.07
H (-0.31117, 0.34597, 4.19409)  0.13

Atoms 1-6, force components in eV/Å:
1.92 0.00 -0.76
-0.44 -0.03 1.24
-0.40 2.47 -0.40
-1.39 -2.51 0.14
-0.01 -0.87 0.29
-0.40 -0.33 0.15

=====

2.
Below is a molecular structure, C38H37F5MnO3PSb2, with properties calculated with ωB97M-V with the def2-TZVPD basis set.

The value obtained for the max |F| is 0.024 Eh/bohr. Its spin multiplicity is 4. As for the calculated total energy: -4167.85231 hartree. The calculation puts the gap between HOMO and LUMO (spin up / spin down) at 6.35 / 7.21 eV. The value obtained for the LUMO energy (spin up / spin down) is -4.21 / -3.33 eV. The net charge is +1.

Each line ends with the Löwdin charge.
Cartesian coordinates (Å):
Mn (0.17785, 0.49297, 0.29190)  0.34
O (-1.84623, 0.51677, 2.17903)  0.03
C (-0.97693, -0.23835, 1.82758)  -0.37
C (-0.77670, -1.59067, 2.43032)  -0.22
C (-1.60612, -2.03236, 3.45892)  0.00
C (-1.42122, -3.30895, 3.95829)  -0.04
C (-0.42341, -4.13125, 3.43411)  -0.04
C (0.40422, -3.68314, 2.41851)  -0.04
C (0.22812, -2.39641, 1.91727)  -0.30
P (1.25331, -1.60901, 0.65457)  1.13
C (2.84776, -1.31024, 1.44462)  -0.35
C (3.96616, -1.07234, 0.64645)  -0.10
C (5.18552, -0.78108, 1.23684)  -0.06
C (5.29081, -0.71878, 2.61983)  -0.06
C (4.17543, -0.94318, 3.41491)  -0.06
C (2.95237, -1.23462, 2.83044)  -0.07
C (1.54947, -2.87860, -0.59911)  -0.32
C (2.59684, -3.78863, -0.45675)  -0.08
C (2.75474, -4.81831, -1.37275)  -0.05
C (1.87353, -4.95061, -2.43439)  -0.06
C (0.82314, -4.05378, -2.57722)  -0.06
C (0.66733, -3.02734, -1.66258)  -0.10
H (-2.38085, -1.38120, 3.83961)  0.13
H (-2.05601, -3.67476, 4.75324)  0.12
H (-0.29592, -5.12980, 3.82802)  0.12
H (1.17557, -4.32923, 2.01910)  0.11
H (3.88285, -1.10132, -0.43309)  0.10
H (6.05107, -0.59934, 0.61480)  0.12
H (6.24403, -0.49429, 3.07859)  0.11
H (4.25670, -0.89288, 4.49185)  0.11
H (2.08897, -1.40560, 3.46034)  0.11
H (3.29428, -3.69910, 0.36441)  0.11
H (3.57216, -5.51620, -1.25579)  0.11
H (2.00376, -5.74968, -3.15031)  0.11
H (0.13191, -4.14982, -3.40301)  0.11
H (-0.14772, -2.32825, -1.78897)  0.03
C (-1.44016, -0.68536, -3.28383)  -0.25
Sb (-1.85821, -0.24506, -1.25681)  1.48
C (-2.91068, -1.96379, -0.59773)  -0.26
C (-3.50677, 1.06409, -1.60562)  -0.28
C (-4.23142, 1.46577, -0.35439)  -0.29
C (-5.20458, 0.62341, 0.17393)  -0.06
C (-5.87723, 0.94362, 1.34194)  -0.07
C (-5.58571, 2.13197, 1.99339)  -0.07
C (-4.63319, 2.98790, 1.46563)  -0.05
C (-3.94512, 2.67465, 0.29801)  -0.29
C (-2.90177, 3.62240, -0.22137)  -0.28
Sb (-0.94001, 2.99728, 0.34645)  1.49
C (-1.03243, 3.51620, 2.38563)  -0.26
C (0.19554, 4.60867, -0.41201)  -0.25
H (-2.12520, -1.46958, -3.60181)  0.03
H (-0.40933, -0.99499, -3.42703)  0.01
H (-1.62265, 0.21909, -3.86031)  0.02
H (-3.71119, -2.18100, -1.30433)  0.02
H (-3.33500, -1.77659, 0.38686)  0.01
H (-2.23271, -2.81480, -0.54154)  0.01
H (-4.14685, 0.48958, -2.27856)  0.08
H (-3.11126, 1.90718, -2.16729)  0.05
H (-5.44961, -0.29356, -0.34876)  0.11
H (-6.63486, 0.27799, 1.73112)  0.11
H (-6.10976, 2.40147, 2.89955)  0.11
H (-4.42359, 3.92620, 1.96423)  0.12
H (-3.01750, 4.61058, 0.22461)  0.07
H (-2.93041, 3.74589, -1.30253)  0.07
H (-1.08124, 4.60183, 2.46292)  0.03
H (-0.14383, 3.14484, 2.88994)  0.02
H (-1.91845, 3.06551, 2.82454)  0.01
H (-0.38411, 5.51380, -0.24058)  0.02
H (0.39253, 4.49120, -1.47330)  0.01
H (1.13583, 4.66947, 0.13155)  0.01
C (2.67783, 1.89157, 1.16468)  -0.15
O (1.33930, 1.47654, 1.25641)  -0.45
H (3.14250, 1.55790, 0.23170)  0.08
H (3.24494, 1.49407, 2.00968)  0.08
H (2.71787, 2.98542, 1.19515)  0.08
F (2.90745, 3.22380, -5.75190)  0.13
C (2.48566, 2.52271, -4.70268)  -0.14
C (3.31291, 1.59093, -4.09164)  -0.14
F (4.54280, 1.39390, -4.55638)  0.14
C (2.86683, 0.86727, -3.00156)  -0.13
F (3.70465, -0.02113, -2.44369)  0.10
C (1.58768, 1.02893, -2.45379)  -0.28
O (1.20554, 0.29888, -1.42910)  -0.26
C (0.78650, 1.96921, -3.10312)  -0.15
F (-0.49750, 2.17033, -2.68550)  -0.01
C (1.21136, 2.70343, -4.19775)  -0.15
F (0.37782, 3.57976, -4.76260)  0.13

Atoms 1-6, force components in eV/Å:
0.52 0.55 -0.95
0.26 -0.24 -0.04
-0.57 0.20 0.44
-0.09 0.21 -0.08
0.02 -0.11 0.00
0.03 0.03 -0.04